Version one
# C11H12O2

An isolated molecule of C11H12O2 (ωB97M-V/def2-TZVPD, OMol25).

Calculated values
**LUMO**: 0.250 eV
**Highest occupied orbital energy**: -9.0 eV
**Frontier orbital gap**: 9.205 eV

Positions of all 25 atoms, in Å:
C 4.10 -1.05 0.60
C 3.69 0.21 -0.28
O 4.56 0.95 -0.66
C 2.25 0.56 -0.45
C 1.21 0.04 0.23
C -0.19 0.47 0.12
C -0.55 1.82 0.25
C -1.87 2.18 0.14
C -2.83 1.21 0.06
C -2.54 -0.15 0.03
C -3.50 -1.17 -0.41
C -1.22 -0.43 0.01
O -0.77 -1.79 -0.12
H 5.16 -1.16 0.41
H 3.68 -2.04 0.29
H 3.94 -0.76 1.65
H 2.13 1.31 -1.19
H 1.39 -0.84 0.83
H 0.25 2.57 0.30
H -2.25 3.21 0.29
H -3.95 1.38 0.03
H -3.31 -1.49 -1.38
H -3.47 -2.10 0.22
H -4.43 -0.69 -0.43
H -1.46 -2.27 -0.51

Want to see where the charge sits? The Mulliken charges in e are: C -1.087; C 0.453; O -0.539; C -0.309; C -0.578; C 0.116; C -0.253; C -0.993; C -0.281; C 0.456; C -1.799; C 1.155; O -0.619; H 0.339; H 0.332; H 0.293; H 0.468; H 0.353; H 0.445; H 0.330; H 0.205; H 0.454; H 0.323; H 0.443; H 0.292

***

Version two
# C11H12O2

An isolated molecule of C11H12O2 (ωB97M-V/def2-TZVPD, OMol25).

Calculated values
**LUMO**: 0.141 eV
**Highest occupied orbital energy**: -8.8 eV
**Frontier orbital gap**: 8.934 eV

Positions of all 25 atoms, in Å:
C -1.39 2.62 0.18
O -0.91 1.53 -0.71
C -1.34 0.32 -0.42
C -2.73 0.02 -0.46
C -3.22 -1.22 -0.13
C -2.34 -2.30 0.15
C -1.07 -2.04 0.11
C -0.49 -0.76 -0.16
C 1.01 -0.46 -0.15
C 2.10 -1.20 -0.28
C 3.45 -0.51 -0.28
C 3.61 0.94 0.38
O 4.48 -1.09 -0.54
H -1.64 3.53 -0.53
H -2.28 2.26 0.60
H -0.66 2.83 0.96
H -3.40 0.87 -0.71
H -4.34 -1.30 -0.10
H -2.76 -3.15 0.71
H -0.46 -2.95 0.31
H 0.94 0.61 -0.07
H 2.17 -2.27 -0.56
H 4.63 1.20 0.06
H 2.96 1.79 0.17
H 3.69 0.72 1.46

Want to see where the charge sits? The Mulliken charges in e are: C -0.782; O -0.497; C 0.458; C -0.296; C -0.362; C -0.712; C -0.224; C 0.206; C 0.007; C -0.421; C 0.431; C -0.961; O -0.552; H 0.239; H 0.427; H 0.255; H 0.434; H 0.311; H 0.317; H 0.235; H 0.172; H 0.365; H 0.323; H 0.372; H 0.255

***

Q: Which of them is the least stable? A: version two.

***

Version one
# CH2INS

A cluster of 2 separate species, CH2INS in total (ωB97M-V/def2-TZVPD, OMol25).

Calculated values
**LUMO**: -2.886 eV
**Highest occupied orbital energy**: -8.7 eV
**Frontier orbital gap**: 5.795 eV

Positions of all 6 atoms, in Å:
C -0.47 -0.64 1.09
N 0.79 -0.45 1.05
S 2.19 -0.58 1.61
I 4.00 1.00 -0.73
H -1.04 -0.32 0.34
H -0.99 -1.24 1.86

Want to see where the charge sits? The Mulliken charges in e are: C -0.226; N -0.054; S 0.052; I -0.284; H 0.278; H 0.234

***

Version two
# CH2INS

An isolated molecule of CH2INS (ωB97M-V/def2-TZVPD, OMol25).

Calculated values
**LUMO**: -0.312 eV
**Highest occupied orbital energy**: -8.7 eV
**Frontier orbital gap**: 8.350 eV

Positions of all 6 atoms, in Å:
C 1.14 -0.16 -0.07
N -0.05 -0.40 0.14
S -1.27 1.14 0.09
I -3.11 -0.27 -0.03
H 1.59 -1.14 -0.12
H 1.70 0.82 -0.01

Want to see where the charge sits? The Mulliken charges in e are: C -0.199; N -0.275; S -0.135; I 0.114; H 0.275; H 0.219

***

Q: Which of them is the least stable? A: version one.

***

Version one
# C3H3NO3

A structure of composition C3H3NO3 (ωB97M-V/def2-TZVPD, OMol25).

Calculated values
**LUMO**: 0.420 eV
**Highest occupied orbital energy**: -11.1 eV
**Frontier orbital gap**: 11.559 eV

Positions of all 10 atoms, in Å:
N 1.24 -0.77 -1.50
C 0.56 -0.34 -0.54
O 0.47 -0.82 0.76
C -0.40 0.06 1.37
O -1.09 -0.14 2.31
C -0.44 0.76 -0.48
O -0.17 1.38 0.75
H 1.80 -1.59 -1.25
H -1.34 0.05 -0.07
H -0.62 1.39 -1.36

Want to see where the charge sits? The Mulliken charges in e are: N -0.601; C 0.333; O -0.331; C 0.607; O -0.419; C -0.117; O -0.347; H 0.281; H 0.200; H 0.394

***

Version two
# C3H3NO3

An isolated molecule of C3H3NO3 (ωB97M-V/def2-TZVPD, OMol25).

Calculated values
**LUMO**: 0.021 eV
**Highest occupied orbital energy**: -10.4 eV
**Frontier orbital gap**: 10.379 eV

Positions of all 10 atoms, in Å:
O 2.00 0.81 -0.88
C 0.90 0.36 -0.50
C 0.55 -1.09 -0.28
O -0.87 -1.35 -0.17
N -1.69 -0.43 0.68
C -1.11 0.71 0.83
O 0.03 1.12 0.31
H 0.93 -1.63 -1.14
H 1.25 -1.35 0.58
H -1.57 1.43 1.46

Want to see where the charge sits? The Mulliken charges in e are: O -0.510; C 0.522; C -0.249; O -0.255; N -0.267; C 0.067; O -0.317; H 0.340; H 0.235; H 0.433

***

Version three
# C3H3NO3

An isolated molecule of C3H3NO3 (ωB97M-V/def2-TZVPD, OMol25).

Calculated values
**LUMO**: -0.001 eV
**Highest occupied orbital energy**: -10.0 eV
**Frontier orbital gap**: 9.976 eV

Positions of all 10 atoms, in Å:
O 0.34 1.10 2.43
C 0.58 0.75 1.20
C -0.45 0.56 0.19
O -0.46 -0.90 0.18
C -0.32 -1.26 -1.17
N 0.14 -0.32 -1.87
O 0.26 0.71 -0.99
H 1.57 0.34 1.17
H -1.24 1.42 0.22
H -0.43 -2.39 -1.36

Want to see where the charge sits? The Mulliken charges in e are: O -0.491; C -0.148; C 0.384; O -0.325; C 0.100; N -0.295; O -0.179; H 0.378; H 0.260; H 0.315

***

Q: Which of them is the least stable? A: version three.

***

Version one
# C3H3NO3

An isolated molecule of C3H3NO3 (ωB97M-V/def2-TZVPD, OMol25).

Calculated values
**LUMO**: -0.180 eV
**Highest occupied orbital energy**: -9.6 eV
**Frontier orbital gap**: 9.388 eV

Positions of all 10 atoms, in Å:
O -1.63 0.43 1.04
C -1.38 -0.12 -0.04
C 0.03 -0.87 -0.11
O 0.17 -1.85 -0.75
C 1.00 -0.38 0.65
N 1.34 0.78 0.20
O 0.31 1.25 -0.51
H -1.97 -0.39 -1.07
H 1.66 -1.00 1.10
H 0.47 2.16 -0.51

Want to see where the charge sits? The Mulliken charges in e are: O -0.492; C 0.230; C 0.670; O -0.488; C -0.367; N -0.313; O -0.289; H 0.258; H 0.417; H 0.373

***

Version two
# C3H3NO3

An isolated molecule of C3H3NO3 (ωB97M-V/def2-TZVPD, OMol25).

Calculated values
**LUMO**: -0.651 eV
**Highest occupied orbital energy**: -10.7 eV
**Frontier orbital gap**: 10.088 eV

Positions of all 10 atoms, in Å:
H -0.99 1.62 -0.96
N -0.13 1.23 -0.58
C -0.33 0.12 0.00
C -1.68 -0.54 0.14
O -1.85 -1.64 0.59
O 0.67 -0.55 0.61
C 1.95 -0.18 0.24
O 2.83 -0.13 1.04
H -2.52 0.09 -0.24
H 2.04 0.00 -0.84

Want to see where the charge sits? The Mulliken charges in e are: H 0.225; N -0.644; C 0.796; C -0.056; O -0.412; O -0.293; C 0.236; O -0.416; H 0.252; H 0.313

***

Q: Which of them is the least stable? A: version one.

***

Version one
# C3H3NO3

An isolated molecule of C3H3NO3 (ωB97M-V/def2-TZVPD, OMol25).

Calculated values
**LUMO**: 0.672 eV
**Highest occupied orbital energy**: -9.1 eV
**Frontier orbital gap**: 9.725 eV

Positions of all 10 atoms, in Å:
O -1.55 -1.80 -0.98
N -1.83 -0.34 -0.76
C -0.74 0.16 -0.37
O 0.29 -0.70 0.14
C 1.20 0.16 0.61
C 0.92 1.40 0.26
O -0.41 1.38 -0.15
H -1.39 -2.18 -0.05
H 1.98 -0.41 1.08
H 1.52 2.34 0.23

Want to see where the charge sits? The Mulliken charges in e are: O -0.389; N -0.493; C 0.795; O -0.329; C -0.067; C -0.285; O -0.280; H 0.336; H 0.387; H 0.325

***

Version two
# C3H3NO3

A cluster of 2 separate species, C3H3NO3 in total (ωB97M-V/def2-TZVPD, OMol25).

Calculated values
**LUMO**: -1.460 eV
**Highest occupied orbital energy**: -10.2 eV
**Frontier orbital gap**: 8.729 eV

Positions of all 10 atoms, in Å:
C -0.26 -0.48 0.37
C -0.56 0.98 0.14
C 1.33 -0.51 0.08
H -1.88 -0.57 -1.41
H -0.27 -0.81 1.44
H -1.40 1.64 0.23
N 0.48 1.63 -0.11
O -1.17 -1.35 -0.33
O 1.62 0.83 -0.35
O 2.10 -1.36 -0.06

Want to see where the charge sits? The Mulliken charges in e are: C 0.554; C -0.519; C 0.348; H 0.360; H 0.228; H 0.443; N -0.219; O -0.598; O -0.189; O -0.408

***

Version three
# C3H3NO3

An isolated molecule of C3H3NO3 (ωB97M-V/def2-TZVPD, OMol25).

Calculated values
**LUMO**: -0.576 eV
**Highest occupied orbital energy**: -10.7 eV
**Frontier orbital gap**: 10.161 eV

Positions of all 10 atoms, in Å:
H -0.89 1.66 -0.84
N -0.06 1.19 -0.50
C -0.32 0.07 0.02
C -1.70 -0.53 0.13
O -1.94 -1.64 0.51
O 0.67 -0.69 0.54
C 1.93 -0.19 0.20
O 2.70 0.19 1.03
H -2.50 0.17 -0.20
H 2.11 -0.24 -0.88

Want to see where the charge sits? The Mulliken charges in e are: H 0.229; N -0.627; C 0.759; C -0.069; O -0.412; O -0.291; C 0.232; O -0.412; H 0.247; H 0.345

***

Q: Which of them is the least stable? A: version two.

***

Version one
# C19H31N3O4

An isolated molecule of C19H31N3O4 (ωB97M-V/def2-TZVPD, OMol25).

Calculated values
**LUMO**: 0.588 eV
**Highest occupied orbital energy**: -9.4 eV
**Frontier orbital gap**: 9.963 eV

Positions of all 57 atoms, in Å:
C -3.68 -8.24 0.83
C -2.43 -8.21 0.39
C -2.08 -8.08 -1.06
C -1.26 -8.26 1.33
C -0.56 -6.91 1.51
O 0.65 -6.81 1.59
N -1.40 -5.85 1.58
C -0.91 -4.51 1.85
C -0.36 -3.84 0.58
C -1.43 -3.19 -0.28
C -2.61 -4.11 -0.63
C -3.62 -3.90 0.52
C -2.90 -2.93 1.47
C -1.98 -3.61 2.50
C -2.77 -4.32 3.60
N -2.13 -2.14 0.49
C -1.55 -0.97 0.95
O -1.49 -0.69 2.13
C -0.94 -0.02 -0.10
C 0.50 -0.45 -0.41
C -1.80 0.03 -1.37
N -0.94 1.28 0.56
C -0.42 2.40 0.01
O -0.03 2.53 -1.13
O -0.40 3.40 0.92
C 0.10 4.64 0.43
H -3.91 -8.35 1.89
H -4.52 -8.17 0.15
H -1.59 -9.00 -1.41
H -2.96 -7.91 -1.68
H -1.37 -7.27 -1.22
H -1.57 -8.60 2.33
H -0.49 -8.95 0.97
H -2.39 -6.04 1.51
H -0.09 -4.63 2.55
H 0.36 -3.07 0.88
H 0.20 -4.59 0.00
H -0.99 -2.77 -1.18
H -3.05 -3.79 -1.58
H -2.30 -5.14 -0.75
H -4.53 -3.43 0.15
H -3.92 -4.83 1.01
H -3.59 -2.27 2.00
H -1.43 -2.80 2.98
H -3.46 -5.07 3.20
H -2.11 -4.82 4.30
H -3.37 -3.60 4.16
H 0.54 -1.40 -0.95
H 0.97 0.31 -1.03
H 1.07 -0.55 0.52
H -1.82 -0.94 -1.87
H -2.82 0.31 -1.12
H -1.38 0.77 -2.05
H -1.08 1.26 1.56
H 0.06 5.33 1.27
H 1.13 4.53 0.09
H -0.51 5.01 -0.39

Want to see where the charge sits? The Mulliken charges in e are: C -1.104; C 1.052; C -1.376; C -0.992; C 0.605; O -0.670; N 0.453; C -1.004; C -1.366; C -0.169; C -0.381; C -1.287; C -0.259; C -0.137; C -1.739; N 0.217; C -0.037; O -0.704; C 1.623; C -1.842; C -1.714; N -0.159; C 0.604; O -0.617; O -0.408; C -0.648; H 0.300; H 0.308; H 0.357; H 0.354; H 0.274; H 0.332; H 0.321; H -0.021; H 0.832; H 0.325; H 0.665; H 0.780; H 0.512; H -0.257; H 0.444; H 0.299; H 0.832; H 0.652; H 0.228; H 0.428; H 0.493; H 0.318; H 0.557; H 0.378; H 0.359; H 0.391; H 0.508; H 0.291; H 0.222; H 0.288; H 0.291

***

Version two
# C19H31N3O4

An isolated molecule of C19H31N3O4 (ωB97M-V/def2-TZVPD, OMol25).

Calculated values
**LUMO**: 0.569 eV
**Highest occupied orbital energy**: -9.1 eV
**Frontier orbital gap**: 9.696 eV

Positions of all 57 atoms, in Å:
C 2.33 4.76 1.04
C 1.07 5.03 1.39
C 0.11 5.70 0.46
C 0.52 4.62 2.72
C -0.36 3.37 2.70
O -1.20 3.17 3.56
N -0.11 2.52 1.68
C -0.83 1.27 1.50
C -1.74 1.32 0.26
C -1.02 0.86 -1.01
C 0.24 1.69 -1.32
C 1.38 0.95 -0.57
C 0.68 -0.25 0.10
C 0.11 0.04 1.49
C 1.20 0.13 2.55
N -0.44 -0.46 -0.82
C -1.16 -1.62 -1.02
O -2.32 -1.74 -0.67
C -0.46 -2.82 -1.70
C -1.04 -2.83 -3.13
C 1.06 -2.75 -1.77
N -0.92 -3.99 -0.96
C -0.56 -5.25 -1.27
O 0.28 -5.58 -2.08
O -1.28 -6.14 -0.54
C -0.95 -7.51 -0.80
H 3.02 4.28 1.73
H 2.72 5.04 0.07
H -0.24 6.64 0.90
H 0.56 5.91 -0.51
H -0.78 5.08 0.31
H 1.32 4.42 3.44
H -0.10 5.41 3.14
H 0.63 2.78 1.04
H -1.46 1.20 2.39
H -2.60 0.65 0.41
H -2.12 2.33 0.14
H -1.72 0.83 -1.85
H 0.44 1.68 -2.39
H 0.12 2.73 -1.02
H 2.13 0.59 -1.28
H 1.92 1.57 0.15
H 1.33 -1.13 0.15
H -0.53 -0.82 1.73
H 1.91 0.93 2.34
H 0.76 0.34 3.53
H 1.75 -0.81 2.61
H -0.73 -1.93 -3.67
H -0.65 -3.70 -3.66
H -2.12 -2.87 -3.10
H 1.37 -1.74 -2.05
H 1.51 -3.01 -0.81
H 1.43 -3.46 -2.50
H -1.79 -3.88 -0.45
H -1.61 -8.09 -0.16
H -1.14 -7.75 -1.85
H 0.09 -7.71 -0.57

Want to see where the charge sits? The Mulliken charges in e are: C -1.064; C 0.847; C -1.310; C -0.914; C 0.611; O -0.704; N 0.565; C -0.813; C -1.376; C -0.143; C -0.859; C -1.187; C 0.005; C -0.121; C -1.825; N 0.445; C -0.477; O -0.673; C 2.189; C -1.959; C -1.978; N -0.228; C 0.550; O -0.607; O -0.403; C -0.645; H 0.290; H 0.306; H 0.386; H 0.359; H 0.241; H 0.301; H 0.377; H -0.038; H 0.709; H 0.394; H 0.435; H 0.555; H 0.408; H 0.259; H 0.572; H 0.292; H 0.796; H 0.569; H 0.246; H 0.445; H 0.502; H 0.394; H 0.450; H 0.437; H 0.380; H 0.421; H 0.494; H 0.288; H 0.227; H 0.288; H 0.288

***

Q: Which of them is the least stable? A: version two.